Entry 1:
C5H9IN as an isolated structure, computed with the ωB97M-V functional and the def2-TZVPD basis.

Cartesian coordinates (Å):
C (-1.1875, 3.1849, 0.3377)
C (0.6888, 0.0225, 1.2574)
C (0.5722, 0.1735, -1.2013)
C (-1.5063, 0.5878, 0.1394)
C (-0.2056, -0.1717, 0.0563)
N (-1.2669, 2.0329, 0.3449)
I (2.0873, 2.7557, 1.5547)
H (1.6549, -0.2205, 1.2153)
H (0.8014, 1.3204, 1.4110)
H (0.2963, -0.1251, 2.3430)
H (0.3066, 1.0824, -1.4846)
H (0.2911, -0.5186, -1.9321)
H (1.6581, 0.1057, -0.8864)
H (-2.1857, 0.4939, -0.7837)
H (-2.3321, 0.2056, 0.8419)
H (-0.5767, -1.1827, 0.2220)

Forces on atoms 1 to 2 (eV/Å):
0.275 1.475 0.148
-4.333 1.441 2.720

Net charge: +1
Kohn-Sham gap (alpha / beta), eV: 6.1 / 6.2
HOMO (alpha / beta), eV: -14.8 / -14.8
ΔE to the lowest compared entry with this formula, charge and spin, eV: 5.157
M, g/mol: 210.04



Entry 2:
A 2-piece molecular cluster, C7H14O overall, computed with the ωB97M-V functional and the def2-TZVPD basis.

Cartesian coordinates (Å):
C (-3.1040, 0.1381, 0.2879)
C (-1.8687, -0.3163, 0.1067)
C (-0.7026, 0.4906, 0.4916)
C (0.5707, 0.1692, 0.2700)
C (1.6499, 1.1151, 0.7437)
C (1.0190, -1.1123, -0.3607)
C (1.2383, -2.2120, 0.7015)
H (-3.9597, -0.4846, 0.0494)
H (-3.3264, 1.1304, 0.6564)
H (-1.6983, -1.3059, -0.2926)
H (-0.9387, 1.4945, 0.8352)
H (1.3780, 2.1453, 0.5507)
H (2.5994, 0.8407, 0.2817)
H (1.8158, 1.0155, 1.8166)
H (1.9189, -0.9473, -0.9309)
H (0.2324, -1.4850, -1.0089)
H (0.2738, -2.4327, 1.1497)
H (1.9362, -1.9069, 1.4903)
H (1.7429, -3.0826, 0.2755)
O (-0.6140, 2.1530, -2.5114)
H (-0.1984, 1.8525, -1.6917)
H (0.0355, 2.7406, -2.9107)

Forces on atoms 1 to 2 (eV/Å):
-0.415 -0.464 -0.254
0.247 0.587 0.532

Net charge: 0
Kohn-Sham gap, eV: 9.3
HOMO, eV: -8.5
ΔE to the lowest compared entry with this formula, charge and spin, eV: 1.285
M, g/mol: 114.19



Entry 3:
One molecule with the formula C6H12O6, computed with the ωB97M-V functional and the def2-TZVPD basis.

Cartesian coordinates (Å):
O (3.1583, -0.3631, 0.5992)
C (2.3128, 0.5486, -0.1546)
C (0.8882, 0.0295, 0.1196)
O (0.7041, -0.0917, 1.4699)
O (0.7350, -1.2258, -0.3990)
C (-0.5701, -1.5988, -0.8429)
C (-1.6777, -0.9072, -0.1620)
O (-1.7867, -1.1811, 1.2502)
C (-1.5042, 0.6292, -0.4180)
O (-2.1325, 1.2595, 0.6713)
C (-0.0956, 1.0135, -0.4879)
O (0.1165, 2.2946, -0.0970)
H (3.0881, -1.1959, 0.1569)
H (2.4514, 0.5825, -1.2075)
H (2.4748, 1.5370, 0.2619)
H (1.6495, -0.2030, 1.8727)
H (-0.6628, -1.4249, -1.9444)
H (-0.6842, -2.6534, -0.6550)
H (-2.5759, -1.3158, -0.5966)
H (-0.9395, -0.8427, 1.6173)
H (-2.0355, 0.9054, -1.2855)
H (-2.5219, 0.6510, 1.3116)
H (0.2383, 1.0553, -1.5736)
H (-0.6303, 2.4972, 0.4935)

Forces on atoms 1 to 2 (eV/Å):
0.234 1.612 -0.501
-0.415 -1.221 1.828

Net charge: 0
Kohn-Sham gap, eV: 10.6
HOMO, eV: -9.9
ΔE to the lowest compared entry with this formula, charge and spin, eV: 0.723
M, g/mol: 180.16



Entry 4:
One molecule with the formula C23H29N3O3, computed with the ωB97M-V functional and the def2-TZVPD basis.

Cartesian coordinates (Å):
C (9.3329, 0.7207, -1.3214)
C (7.9415, 0.1086, -1.2167)
C (6.9789, 1.0754, -0.5426)
O (7.3351, 2.1591, -0.1223)
N (5.6829, 0.6787, -0.4521)
C (5.1324, -0.6123, -0.7883)
C (4.6333, -1.3160, 0.4897)
N (3.6578, -0.4962, 1.1736)
C (2.3097, -0.6194, 0.8541)
C (1.4566, 0.4806, 0.7216)
C (0.1094, 0.3118, 0.4725)
C (-0.4409, -0.9576, 0.3360)
N (-1.8118, -1.0613, 0.0735)
C (-2.5673, -2.1663, -0.0924)
O (-2.1810, -3.3151, -0.0720)
C (-4.0447, -1.8479, -0.3575)
O (-4.3202, -0.4979, -0.0750)
C (-5.5957, -0.0226, -0.2722)
C (-6.6284, -0.7850, -0.7982)
C (-7.8746, -0.2126, -0.9853)
C (-8.0904, 1.1099, -0.6576)
C (-7.0661, 1.8824, -0.1230)
C (-7.3180, 3.3184, 0.2262)
C (-5.8106, 1.3157, 0.0853)
C (-4.6894, 2.1198, 0.6758)
C (0.3936, -2.0627, 0.4723)
C (1.7356, -1.8909, 0.7326)
C (4.2283, 0.7944, 1.4941)
C (4.7264, 1.5227, 0.2388)
H (9.2964, 1.6350, -1.9074)
H (9.7061, 0.9729, -0.3326)
H (10.0200, 0.0229, -1.7940)
H (7.5665, -0.1319, -2.2143)
H (7.9884, -0.8134, -0.6318)
H (5.8673, -1.2344, -1.2932)
H (4.2772, -0.4633, -1.4609)
H (4.2076, -2.2808, 0.2233)
H (5.4802, -1.4790, 1.1655)
H (1.8328, 1.4876, 0.8053)
H (-0.5236, 1.1832, 0.3738)
H (-2.3130, -0.1826, 0.0237)
H (-4.6494, -2.5216, 0.2631)
H (-4.2425, -2.0827, -1.4136)
H (-6.4764, -1.8182, -1.0656)
H (-8.6760, -0.8091, -1.3947)
H (-9.0634, 1.5512, -0.8151)
H (-6.5885, 3.9667, -0.2562)
H (-7.2413, 3.4716, 1.3026)
H (-8.3133, 3.6184, -0.0904)
H (-5.0503, 2.7426, 1.4910)
H (-4.2496, 2.7731, -0.0786)
H (-3.9148, 1.4618, 1.0587)
H (-0.0190, -3.0535, 0.3842)
H (2.3440, -2.7714, 0.8674)
H (3.5055, 1.3990, 2.0396)
H (5.0855, 0.6163, 2.1535)
H (5.2313, 2.4535, 0.5005)
H (3.8892, 1.7339, -0.4357)

Forces on atoms 1 to 2 (eV/Å):
-0.178 -0.079 0.026
0.305 0.292 0.058

Net charge: 0
Kohn-Sham gap, eV: 8.1
HOMO, eV: -7.4
ΔE to the lowest compared entry with this formula, charge and spin, eV: 2.162
M, g/mol: 395.50